# 1
{
  "formula": "C25H27N3O5",
  "method": "the ωB97M-V functional and the def2-TZVPD basis",
  "species": ["O", "C", "N", "C", "C", "C", "C", "C", "C", "C", "N", "C", "C", "C", "C", "C", "C", "C", "C", "C", "N", "C", "O", "O", "C", "C", "O", "C", "C", "C", "C", "C", "O", "H", "H", "H", "H", "H", "H", "H", "H", "H", "H", "H", "H", "H", "H", "H", "H", "H", "H", "H", "H", "H", "H", "H", "H", "H", "H", "H"],
  "positions_angstrom": [[3.09647, 2.13275, -0.13470], [2.52206, 1.08874, 0.12981], [2.98068, -0.13037, -0.25222], [4.19293, -0.23863, -1.03436], [5.14421, -1.23236, -0.42243], [5.77967, -2.19015, -1.19960], [6.65826, -3.09249, -0.62486], [6.90568, -3.05043, 0.73602], [6.27293, -2.09939, 1.51956], [5.39980, -1.19586, 0.94309], [1.35807, 1.08104, 0.87650], [0.83366, -0.08216, 1.55841], [-0.43686, -0.59812, 0.93002], [-1.65952, -0.29412, 1.42562], [-2.86339, -0.73041, 0.80018], [-4.13534, -0.43311, 1.29718], [-5.26963, -0.87467, 0.64960], [-5.14964, -1.61235, -0.54683], [-3.89636, -1.93437, -1.03689], [-2.75253, -1.50602, -0.37113], [-1.50179, -1.81420, -0.83229], [-0.31503, -1.42567, -0.26209], [0.74080, -1.79793, -0.75943], [-6.24017, -2.02573, -1.25178], [-7.44602, -1.40083, -0.86070], [-7.54509, -1.35621, 0.66182], [-6.49140, -0.58367, 1.19439], [0.73975, 2.35625, 1.15180], [-0.45349, 2.69038, 0.22527], [-0.09736, 2.55685, -1.25577], [0.60042, 3.88988, -1.52225], [-0.10015, 4.84301, -0.54153], [-0.82341, 4.04625, 0.39049], [2.31989, -0.89393, -0.35334], [4.64899, 0.75831, -1.04664], [3.96031, -0.52634, -2.06636], [5.58736, -2.22896, -2.26255], [7.14851, -3.83255, -1.24091], [7.58944, -3.75595, 1.18518], [6.46434, -2.06130, 2.58238], [4.90790, -0.44887, 1.54894], [1.59205, -0.86825, 1.55676], [0.62415, 0.19604, 2.59890], [-1.74546, 0.30100, 2.32433], [-4.24607, 0.14522, 2.20009], [-3.82965, -2.51264, -1.94467], [-1.42146, -2.38790, -1.66413], [-8.25344, -1.99023, -1.29662], [-7.47888, -0.37746, -1.25758], [-8.47118, -0.88001, 0.98570], [-7.49711, -2.37948, 1.05918], [1.50527, 3.12287, 1.01118], [0.39956, 2.39139, 2.19104], [-1.32519, 2.08799, 0.50067], [-1.01190, 2.46963, -1.84508], [0.53984, 1.69957, -1.45665], [1.66017, 3.79874, -1.28662], [0.49589, 4.21963, -2.55354], [-0.82700, 5.49050, -1.04413], [0.61551, 5.47709, -0.00646]],
  "lowdin_charge": [0.04, -0.52, 0.08, -0.12, -0.21, -0.05, -0.09, -0.10, -0.09, -0.04, -0.03, -0.09, -0.10, 0.03, -0.15, 0.07, -0.19, -0.19, 0.08, -0.18, 0.18, -0.40, 0.05, -0.01, -0.14, -0.15, -0.02, -0.08, -0.31, -0.11, -0.14, -0.18, -0.10, 0.09, 0.13, 0.13, 0.11, 0.10, 0.10, 0.10, 0.11, 0.13, 0.13, 0.13, 0.13, 0.13, 0.17, 0.13, 0.14, 0.13, 0.14, 0.13, 0.13, 0.13, 0.12, 0.11, 0.10, 0.11, 0.12, 0.12],
  "multiplicity": 1,
  "smiles": "O=C(NCc1ccccc1)N(Cc1cc2cc3c(cc2[nH]c1=O)OCCO3)C[C@@H]1CCCO1",
  "largest_force_ev_per_a": 0.82,
  "orbital_gap_ev": 8.26,
  "e_tot_ha": -1509.37903,
  "e_above_lowest_kcal_mol": 16.35
}


# 2
{
  "formula": "C25H27N3O5SSr",
  "method": "the ωB97M-V functional and the def2-TZVPD basis",
  "species": ["Sr", "O", "C", "N", "C", "C", "C", "C", "C", "C", "N", "C", "C", "C", "C", "C", "N", "H", "H", "H", "H", "H", "H", "H", "H", "H", "H", "C", "O", "C", "C", "C", "C", "C", "C", "O", "C", "O", "C", "H", "H", "H", "H", "H", "H", "H", "H", "H", "O", "S", "C", "C", "C", "C", "H", "H", "H", "H", "H", "H", "H", "H"],
  "positions_angstrom": [[-0.72458, -0.57542, -0.36230], [2.64193, 0.92190, 2.42788], [1.60643, 0.78136, 1.75776], [1.40848, 0.04641, 0.67854], [2.59287, -0.52120, 0.09453], [2.52767, -0.51214, -1.41040], [3.65836, -0.88747, -2.13886], [3.60374, -0.89184, -3.51790], [2.41378, -0.53018, -4.14183], [1.33999, -0.18442, -3.34692], [1.38844, -0.16645, -2.01106], [0.40739, 1.62056, 2.17450], [0.39685, 2.14493, 3.46656], [-0.59495, 3.03297, 3.83214], [-1.53115, 3.41479, 2.87985], [-1.45388, 2.83845, 1.62643], [-0.53473, 1.93567, 1.27610], [2.76304, -1.56308, 0.40624], [3.48910, 0.03005, 0.40380], [4.56187, -1.16902, -1.61370], [4.46975, -1.17342, -4.10334], [2.31944, -0.52342, -5.21885], [0.38908, 0.08179, -3.79612], [1.19719, 1.85930, 4.13355], [-0.62185, 3.44744, 4.83190], [-2.29737, 4.14725, 3.09600], [-2.15021, 3.13471, 0.84881], [1.54987, -5.45428, -5.02800], [0.17750, -5.30054, -5.33317], [-0.56040, -4.51896, -4.51016], [-1.92413, -4.39920, -4.86115], [-2.73621, -3.61698, -4.09576], [-2.26201, -2.89280, -2.97739], [-3.12554, -1.94033, -2.33028], [-4.62396, -2.16902, -2.30948], [-2.73428, -0.89765, -1.77290], [-0.88844, -3.06187, -2.57542], [-0.39689, -2.56218, -1.50945], [-0.06546, -3.87812, -3.40290], [1.95913, -6.09959, -5.80063], [1.69411, -5.92100, -4.05070], [2.07077, -4.49318, -5.04084], [-2.28701, -4.91837, -5.73703], [-3.77024, -3.50697, -4.39553], [-4.93287, -3.11124, -2.75047], [-5.13435, -1.33973, -2.80026], [-4.92286, -2.16480, -1.25957], [0.96429, -3.97846, -3.09017], [-2.41356, -1.04106, 1.43325], [-3.13636, 0.02289, 2.18332], [-4.58873, -0.73156, 2.97449], [-5.55741, 0.43686, 3.08423], [-5.56814, 1.15300, 1.71649], [-4.25828, 0.82530, 0.98763], [-4.30084, -1.16113, 3.93159], [-4.94228, -1.51797, 2.30547], [-5.21234, 1.11893, 3.86405], [-6.55259, 0.09978, 3.37022], [-5.68681, 2.22713, 1.85056], [-6.41256, 0.80969, 1.12013], [-3.75870, 1.69411, 0.56898], [-4.38114, 0.08175, 0.19813]],
  "lowdin_charge": [1.55, -0.01, -0.54, -0.13, -0.20, -0.26, -0.02, -0.07, -0.07, -0.13, 0.03, -0.19, 0.00, -0.06, -0.08, -0.19, 0.07, 0.13, 0.12, 0.12, 0.11, 0.10, 0.11, 0.12, 0.11, 0.10, 0.10, -0.08, -0.07, -0.29, -0.02, -0.04, -0.11, -0.39, -0.01, -0.14, -0.37, -0.25, 0.04, 0.09, 0.10, 0.09, 0.11, 0.11, 0.07, 0.09, 0.08, 0.11, -0.65, 0.95, -0.31, -0.24, -0.21, -0.29, 0.10, 0.11, 0.11, 0.11, 0.11, 0.11, 0.07, 0.08],
  "multiplicity": 1,
  "largest_force_ev_per_a": 1.04,
  "orbital_gap_ev": 7.54,
  "e_tot_ha": -1938.34130,
  "e_above_lowest_kcal_mol": 17.19
}